[1]
The following is a DFT calculation (wB97M-V/def2-TZVPD) of B2Cd2H36O18P as an isolated structure at a distorted geometry.

Geometry as XYZ:
```
59
B2Cd2H36O18P (wB97M-V/def2-TZVPD)
Cd -0.295 -1.676 2.148
Cd 0.118 1.455 -2.190
P -0.041 -0.206 -0.075
O 1.022 -0.903 0.839
O -1.339 -0.609 0.730
O -0.090 -0.595 -1.582
O 0.110 1.354 -0.190
B 1.152 3.450 -2.608
H 1.402 2.881 -1.660
H 0.247 4.148 -2.409
H 2.043 4.064 -3.011
H 0.709 2.775 -3.396
B 1.002 -2.342 3.824
H 0.829 -3.075 2.976
H 1.293 -1.346 3.370
H 0.015 -2.222 4.423
H 1.891 -2.682 4.474
O -3.153 0.754 2.053
H -3.962 0.233 2.071
H -2.481 0.194 1.540
O 2.338 0.663 -2.533
H 3.152 1.092 -2.814
H 2.630 -0.089 -1.987
O 3.119 0.481 2.691
H 2.488 -0.086 2.229
H 2.904 1.367 2.361
O -0.272 -3.426 0.774
H -1.013 -3.596 0.175
H 0.446 -3.981 0.445
O -2.007 -2.401 3.063
H -2.319 -2.430 3.977
H -2.750 -2.725 2.531
O 1.639 -2.407 -2.572
H 2.277 -2.453 -1.850
H 0.930 -1.792 -2.236
O -1.643 3.084 1.154
H -2.125 2.372 1.591
H -0.993 2.630 0.580
O -3.454 -1.049 -0.968
H -3.972 -0.239 -0.944
H -2.750 -0.916 -0.293
O 3.362 -0.835 -0.445
H 2.534 -0.795 0.115
H 3.999 -1.318 0.089
O 1.856 2.665 1.412
H 1.298 2.121 0.799
H 2.477 3.117 0.830
O -0.357 0.807 -4.225
H -1.195 0.499 -4.595
H 0.136 1.165 -4.976
O -1.853 2.118 -2.226
H -2.450 1.996 -1.472
H -2.392 2.535 -2.909
O -0.549 0.276 3.337
H -1.435 0.479 3.666
H -0.047 1.097 3.442
O -1.751 -2.174 -3.071
H -1.276 -1.511 -2.507
H -1.452 -1.993 -3.966
```

Total energy: -2102.562971 hartree
Charge: -1
Highest occupied orbital energy: -6.48 eV
Kohn-Sham gap: 8.3 eV
Maximum force: 0.0917 hartree/bohr

=====

[2]
The following is a DFT calculation (wB97M-V/def2-TZVPD) of B2CsF10NO4S2 as an isolated structure at a distorted geometry.

Geometry as XYZ:
```
20
B2CsF10NO4S2 (wB97M-V/def2-TZVPD)
Cs -0.319 -1.132 1.402
N 0.078 3.791 -0.277
S 1.318 4.270 -1.129
O 1.784 5.635 -0.842
O 1.451 3.737 -2.491
F 2.441 3.501 -0.339
S -1.049 4.375 -1.386
O -1.307 3.434 -2.505
O -1.176 5.795 -1.687
F -2.298 4.078 -0.471
B -4.811 -3.896 0.573
F -4.516 -3.433 1.855
F -3.636 -4.302 -0.019
F -5.733 -4.969 0.660
F -5.384 -2.914 -0.168
B 4.662 -3.608 1.329
F 3.936 -3.295 2.461
F 4.348 -2.597 0.406
F 5.970 -3.641 1.640
F 4.241 -4.829 0.989
```

Total energy: -2221.176231 hartree
Charge: -2
Highest occupied orbital energy: -5.52 eV
Kohn-Sham gap: 8.3 eV
Maximum force: 0.1064 hartree/bohr

=====

[3]
The following is a DFT calculation (wB97M-V/def2-TZVPD) of B2F8Rb as an isolated structure at a distorted geometry.

Geometry as XYZ:
```
11
B2F8Rb (wB97M-V/def2-TZVPD)
Rb -2.425 -2.714 0.056
B 2.040 -1.488 1.886
F 3.117 -0.602 2.035
F 1.896 -1.486 0.580
F 2.363 -2.701 2.444
F 0.917 -0.920 2.381
B -1.599 1.935 -1.882
F -1.039 3.216 -1.863
F -2.117 1.779 -0.651
F -2.571 1.917 -2.844
F -0.582 1.064 -2.143
```

Total energy: -873.238938 hartree
Charge: -1
Highest occupied orbital energy: -7.25 eV
Kohn-Sham gap: 7.5 eV
Maximum force: 0.0997 hartree/bohr

=====

[4]
The following is a DFT calculation (wB97M-V/def2-TZVPD) of B3H26NiO7 as an isolated structure at a distorted geometry.

Geometry as XYZ:
```
37
B3H26NiO7 (wB97M-V/def2-TZVPD)
Ni 0.081 1.289 0.019
B -0.168 2.075 -1.535
H -0.339 1.028 -1.338
H -1.133 2.557 -1.526
H 0.473 2.520 -0.790
H 0.308 2.106 -2.503
B -0.479 -0.408 0.138
H -1.107 0.119 -0.564
H 0.363 -0.786 -0.421
H -0.113 0.256 0.907
H -1.178 -1.170 0.447
B 1.049 1.771 1.310
H 1.013 2.381 0.420
H 0.075 1.605 1.743
H 1.487 0.813 1.076
H 1.640 2.258 2.070
O -2.954 -1.300 -0.201
H -2.172 -0.749 -0.235
H -2.792 -1.900 0.527
O 1.475 0.829 -0.815
H 1.826 1.276 -1.585
H 1.615 -0.101 -0.993
O -1.278 1.808 0.478
H -1.665 2.675 0.359
H -1.902 1.341 1.034
O -0.433 -1.743 -1.880
H 0.311 -2.334 -1.766
H -0.344 -1.106 -1.171
O -0.224 -1.312 2.491
H 0.087 -2.063 1.987
H -0.788 -0.832 1.884
O -0.670 -3.109 0.426
H -0.766 -2.193 0.165
H 0.244 -3.318 0.238
O 2.738 -1.118 0.092
H 3.593 -1.400 -0.232
H 2.124 -1.765 -0.255
```

Spin multiplicity: 3
Total energy: -2124.165406 hartree
Charge: -1
Highest occupied orbital energy (spin up / spin down): -3.19 / -3.60 eV
Kohn-Sham gap (spin up / spin down): 5.7 / 6.0 eV
Maximum force: 0.3727 hartree/bohr

=====

[5]
The following is a DFT calculation (wB97M-V/def2-TZVPD) of B4F18NO4PtS2 as an isolated structure at a distorted geometry.

Geometry as XYZ:
```
30
B4F18NO4PtS2 (wB97M-V/def2-TZVPD)
Pt 6.685 -3.794 -6.727
N 6.356 -6.054 -2.821
S 6.170 -4.682 -3.347
O 5.443 -3.940 -2.330
O 5.768 -4.456 -4.716
F 7.642 -4.086 -3.253
S 4.806 -6.604 -3.134
O 4.502 -7.310 -4.418
O 3.629 -5.963 -2.601
F 5.038 -7.838 -2.095
B 8.312 -5.696 -6.283
F 9.230 -6.593 -5.887
F 6.999 -6.026 -6.325
F 8.495 -4.505 -5.730
F 8.494 -5.393 -7.579
B 8.201 -1.744 -8.788
F 8.511 -2.440 -9.977
F 9.062 -0.637 -8.708
F 6.879 -1.285 -8.860
F 8.343 -2.576 -7.675
B 6.026 -1.281 -5.602
F 7.057 -2.097 -5.245
F 6.457 0.012 -5.781
F 5.454 -1.718 -6.852
F 5.140 -1.310 -4.602
B 5.070 -5.102 -8.542
F 4.633 -4.645 -7.212
F 5.195 -6.503 -8.607
F 4.058 -4.626 -9.299
F 6.265 -4.412 -8.751
```

Spin multiplicity: 3
Total energy: -3169.141257 hartree
Charge: -3
Highest occupied orbital energy (spin up / spin down): -1.62 / -0.89 eV
Kohn-Sham gap (spin up / spin down): 8.3 / 7.5 eV
Maximum force: 0.1684 hartree/bohr

=====

[6]
The following is a DFT calculation (wB97M-V/def2-TZVPD) of a 2-piece molecular cluster, B5F4H6NO7P overall at a distorted geometry.

Geometry as XYZ:
```
24
B5F4H6NO7P (wB97M-V/def2-TZVPD)
N 1.362 -0.986 0.988
B 1.001 0.406 0.457
O 1.663 0.884 -0.808
B -0.103 1.434 1.124
O 0.147 2.914 1.017
B -0.950 3.353 0.084
O -2.327 2.981 0.476
B -2.422 1.538 0.833
P -3.769 0.408 0.069
O -5.255 0.965 0.226
O -3.535 -1.200 0.697
O -3.458 0.354 -1.669
O -1.369 1.050 1.793
H 2.348 -1.158 0.642
H 0.740 -1.638 0.433
H 0.922 0.747 -1.497
H -0.716 3.927 -0.941
H -2.553 -1.345 0.907
H -2.450 0.269 -1.803
B 4.145 -2.980 -0.605
F 2.850 -3.104 -1.256
F 5.179 -2.806 -1.612
F 4.133 -1.828 0.282
F 4.416 -4.183 0.166
```

Total energy: -1450.705996 hartree
Charge: -1
Highest occupied orbital energy: -7.57 eV
Kohn-Sham gap: 8.0 eV
Maximum force: 0.1204 hartree/bohr

=====

[7]
The following is a DFT calculation (wB97M-V/def2-TZVPD) of a 9-piece molecular cluster, BF4H16O8 overall.

Geometry as XYZ:
```
29
BF4H16O8 (wB97M-V/def2-TZVPD)
B -0.010 0.141 -0.108
F -1.327 -0.054 0.346
F 0.936 -0.089 0.899
F 0.220 -0.752 -1.161
F 0.097 1.494 -0.526
O -2.251 -1.299 3.005
H -1.740 -0.812 2.348
H -3.101 -0.851 3.016
O 0.966 1.845 -3.304
H 0.329 2.554 -3.189
H 0.748 1.218 -2.605
O 2.212 -2.695 1.139
H 1.759 -1.842 1.172
H 2.519 -2.750 0.230
O 2.977 2.078 0.006
H 2.014 2.120 -0.063
H 3.286 2.467 -0.817
O 1.058 1.022 3.464
H 0.562 0.635 2.733
H 1.962 0.749 3.287
O 0.863 -2.615 -3.083
H 0.812 -3.547 -2.856
H 0.513 -2.151 -2.310
O -3.588 -1.749 -1.224
H -3.380 -2.666 -1.031
H -2.934 -1.248 -0.721
O -2.193 3.033 0.313
H -1.560 2.407 -0.066
H -1.751 3.357 1.102
```

Total energy: -1036.194259 hartree
Charge: -1
Highest occupied orbital energy: -8.42 eV
Kohn-Sham gap: 11.3 eV
Maximum force: 0.0075 hartree/bohr

=====

[8]
The following is a DFT calculation (wB97M-V/def2-TZVPD) of a 9-piece molecular cluster, BF4H16O8 overall at a distorted geometry.

Geometry as XYZ:
```
29
BF4H16O8 (wB97M-V/def2-TZVPD)
B -27.429 1.268 -5.159
F -28.104 0.119 -5.701
F -28.293 1.952 -4.263
F -26.285 0.826 -4.490
F -27.108 2.030 -6.223
O -23.719 0.734 -4.231
H -23.226 0.042 -3.841
H -24.594 0.568 -3.923
O -26.240 2.171 -2.083
H -26.318 2.986 -1.567
H -27.002 2.071 -2.656
O -26.403 -2.019 -5.194
H -26.889 -2.876 -5.448
H -27.040 -1.391 -5.489
O -27.049 4.578 -4.381
H -27.589 3.767 -4.391
H -26.163 4.326 -4.686
O -25.129 -1.054 -2.096
H -24.812 -0.594 -1.278
H -26.094 -0.975 -2.103
O -26.453 0.056 -8.099
H -27.005 0.404 -7.429
H -25.666 -0.382 -7.659
O -25.353 2.989 -7.864
H -25.527 3.889 -7.608
H -26.034 2.470 -7.550
O -24.525 3.620 -4.895
H -24.459 2.677 -4.975
H -23.952 3.918 -4.189
```

Total energy: -1036.170139 hartree
Charge: -1
Highest occupied orbital energy: -7.26 eV
Kohn-Sham gap: 10.2 eV
Maximum force: 0.0723 hartree/bohr